(1)
Molecular formula: C11H26ClCrINOP2
Method: DFT, ωB97M-V with the def2-TZVPD basis set

- <S²>: 3.866

The geometry in ORCA input format:
```
! RIJCOSX wB97M-V def2-TZVPD def2/J DEFGRID3
* xyz 2 4
I -0.016 -2.987 -1.750
Cr 0.021 -0.977 -0.210
Cl 0.005 -2.497 1.515
P 2.253 -0.224 -0.537
P -2.216 -0.196 -0.406
O 0.041 2.614 -2.093
N 0.105 0.449 1.330
C 3.243 -1.465 0.375
C -0.686 -0.558 4.623
C 0.054 1.797 -2.909
C 2.977 -0.170 -2.184
C -3.218 -1.458 0.434
C 2.771 1.340 0.208
C 0.377 0.300 3.914
C 0.021 1.203 -4.184
C -2.632 1.344 0.442
C 0.214 0.405 2.497
C -2.929 -0.033 -2.046
H 4.065 -0.091 -2.079
H -3.191 -2.387 -0.144
H -2.695 -0.924 -2.635
H 0.890 0.527 -4.305
H -1.686 -0.139 4.471
H 2.803 -1.627 1.368
H 2.602 0.701 -2.729
H -0.872 0.552 -4.276
H -2.537 0.850 -2.559
H -0.663 -1.579 4.230
H 4.276 -1.098 0.470
H 3.224 -2.420 -0.166
H -2.798 -1.661 1.425
H 1.378 -0.121 4.099
H -4.016 0.063 -1.946
H 3.870 1.372 0.233
H 2.719 -1.083 -2.725
H 2.371 1.426 1.226
H 2.379 2.166 -0.399
H -3.718 1.386 0.589
H -2.298 2.193 -0.162
H 0.373 1.321 4.313
H -2.126 1.385 1.412
H -4.248 -1.096 0.526
H 0.022 2.005 -4.954
H -0.505 -0.608 5.700
*
```

(2)
Molecular formula: C11H26ClINOP2Pd
Method: DFT, ωB97M-V with the def2-TZVPD basis set

- <S²>: 6.028

The geometry in ORCA input format:
```
! RIJCOSX wB97M-V def2-TZVPD def2/J DEFGRID3
* xyz 3 5
I 2.382 1.132 0.946
Pd 0.136 0.187 -0.603
Cl 1.007 1.195 -2.608
P -0.915 2.257 -0.120
P 1.440 -1.730 -1.105
O -2.379 -1.199 -1.019
N -0.334 -0.570 1.149
C 0.112 -1.382 3.606
C -1.703 -0.280 -3.099
C 1.375 -2.995 0.209
C -2.239 2.763 -1.277
C 3.215 -1.396 -1.331
C -0.157 -0.896 2.247
C -1.532 -0.550 -1.609
C 0.214 3.684 -0.079
C -0.180 -0.307 4.645
C -1.733 2.274 1.512
C 0.958 -2.643 -2.616
H 1.204 -1.597 3.656
H 1.054 -1.982 -3.481
H -0.978 2.065 2.274
H 3.671 -1.289 -0.343
H -1.709 0.796 -3.292
H -2.194 3.249 1.699
H 0.137 -0.669 5.647
H 0.343 -3.325 0.354
H -2.674 3.718 -0.966
H 3.335 -0.457 -1.873
H -0.440 -2.319 3.812
H 0.949 3.580 -0.879
H -3.018 1.997 -1.303
H 3.679 -2.222 -1.881
H -1.819 2.873 -2.280
H 1.997 -3.856 -0.058
H -0.357 4.611 -0.198
H 0.739 3.678 0.879
H 1.740 -2.544 1.136
H 1.605 -3.514 -2.758
H -2.632 -0.745 -3.436
H -1.263 -0.074 4.667
H 0.394 0.620 4.419
H -0.846 -0.668 -3.655
H -0.082 -2.968 -2.534
H -2.502 1.497 1.548
*
```

(3)
Molecular formula: C11H26ClN4O2S
Method: DFT, ωB97M-V with the def2-TZVPD basis set

The geometry in ORCA input format:
```
! RIJCOSX wB97M-V def2-TZVPD def2/J DEFGRID3
* xyz 1 1
Cl 1.833 -0.979 -5.422
S 0.287 0.859 1.958
O -2.824 0.172 4.509
O -1.687 3.305 0.827
N 2.982 1.255 -0.735
N 2.838 -0.493 -2.260
N 1.334 0.735 0.619
N 1.375 -0.239 -0.361
C 1.207 -1.508 -3.859
C -3.015 -2.176 3.883
C 0.417 -1.325 -0.362
C -1.110 4.253 -0.081
C 2.359 -1.718 -2.871
C -3.647 -0.797 3.859
C 0.363 -2.785 -3.986
C 2.400 0.126 -1.167
C 0.059 4.991 0.542
C 0.905 -2.586 0.347
C 2.315 1.602 0.335
H 1.918 -2.852 0.079
H 3.190 -2.124 -3.436
H 0.809 -2.458 1.419
H 0.230 -3.387 0.071
H -3.660 -2.913 3.402
H 0.579 -0.732 -3.441
H -0.790 3.688 -0.956
H 2.494 2.462 0.947
H -2.828 -2.491 4.909
H 3.611 -0.036 -2.711
H 0.188 -3.067 -5.014
H 0.831 4.288 0.859
H -0.614 -2.615 -3.542
H 0.805 -3.638 -3.481
H 0.143 -1.573 -1.378
H 0.498 5.696 -0.164
H -0.259 5.545 1.427
H -1.995 3.792 1.598
H -1.983 0.197 4.048
H -3.840 -0.479 2.828
H 2.112 -2.473 -2.140
H -4.595 -0.801 4.392
H -1.881 4.959 -0.398
H -0.808 1.476 1.437
H -0.495 -0.988 0.110
H -2.051 -2.168 3.363
*
```

(4)
Molecular formula: C11H26CrN3OP2
Method: DFT, ωB97M-V with the def2-TZVPD basis set

- <S²>: 6.074

The geometry in ORCA input format:
```
! RIJCOSX wB97M-V def2-TZVPD def2/J DEFGRID3
* xyz -1 5
Cr 0.553 -2.272 0.073
P 2.945 -2.159 0.581
P -0.029 0.998 -0.128
O 0.674 -0.318 -0.314
N 0.945 2.160 -0.827
N -0.261 1.321 1.494
N -1.454 1.076 -0.934
C -2.674 1.747 -0.490
C 2.369 2.141 -0.493
C 0.414 3.467 -1.210
C 0.626 0.647 2.461
C -0.089 -5.108 0.099
C -1.378 -4.847 -0.418
C -1.962 -3.572 -0.599
C 0.846 -4.156 0.457
C -1.369 -2.361 -0.356
C -1.457 0.620 -2.333
C -0.567 2.691 1.923
H -1.403 3.127 1.366
H -0.540 3.344 -1.737
H -0.858 2.644 2.981
H 1.126 3.950 -1.891
H 3.680 -1.520 -0.461
H -3.523 1.305 -1.032
H -2.022 -1.475 -0.470
H -1.988 -5.720 -0.663
H -1.098 1.408 -3.021
H -2.658 2.829 -0.719
H 0.255 4.132 -0.346
H 1.685 0.937 2.328
H 2.914 2.702 -1.265
H 3.271 -1.331 1.701
H -2.998 -3.632 -0.967
H 1.763 -4.586 0.921
H 2.747 1.110 -0.479
H -2.485 0.348 -2.608
H 3.791 -3.280 0.828
H -2.844 1.597 0.584
H 2.573 2.612 0.487
H 0.148 -6.174 0.217
H 0.308 0.967 3.463
H 0.544 -0.448 2.398
H 0.309 3.355 1.849
H -0.833 -0.278 -2.448
*
```

(5)
Molecular formula: C11H26CuIn
Method: DFT, ωB97M-V with the def2-TZVPD basis set

The geometry in ORCA input format:
```
! RIJCOSX wB97M-V def2-TZVPD def2/J DEFGRID3
* xyz 0 1
In -1.139 -0.141 -3.042
Cu 4.110 0.643 1.878
C 2.756 0.557 -0.362
C 1.198 1.811 1.347
C 2.475 -1.348 1.386
C -2.111 -1.813 -1.887
C -3.261 -1.398 -0.901
C -2.720 -1.109 0.546
C -0.376 1.979 1.319
C -1.104 0.621 1.693
C 1.750 1.715 -0.119
C -1.686 0.049 0.360
C 2.173 -0.872 -0.063
H -2.266 -2.020 0.993
H -3.848 -0.511 -1.210
H 1.640 2.690 1.873
H -0.638 2.214 0.265
H -0.213 -0.801 -4.452
H 1.098 -0.952 -0.334
H 3.046 -0.476 1.837
H -0.381 -0.096 2.146
H -1.316 -2.421 -1.386
H -2.278 1.077 -3.683
H 1.516 -1.367 1.947
H 2.689 -1.562 -0.768
H 2.290 2.671 -0.319
H 2.998 -2.314 1.469
H 0.965 1.635 -0.901
H -2.577 -2.492 -2.640
H -0.823 -0.366 -0.195
H 3.776 0.728 0.136
H -3.934 -2.285 -0.797
H -2.144 0.829 -0.276
H -1.889 0.795 2.464
H -3.530 -0.722 1.206
H 1.408 0.925 1.987
H 2.981 0.558 -1.453
H 0.085 0.754 -2.020
H -0.721 2.816 1.956
*
```

| no. | total energy (a.u.) |
| --- | --- |
| 1 | -3049.2341 |
| 2 | -2132.0123 |
| 3 | -1662.3383 |
| 4 | -2401.2973 |
| 5 | -2265.0063 |